Record 1
Here is a molecular structure, C8H65N2O26P2S from OMol25. Energies are from ωB97M-V/def2-TZVPD.

The geometry in XYZ format:
```
104
Properties=species:S:1:pos:R:3
C -2.394 -0.956 2.667
C -1.271 0.091 2.669
P -0.282 0.111 1.097
C -1.397 -0.246 -0.341
C -1.330 -1.692 -0.798
P 0.385 2.173 0.871
C -0.917 3.406 0.986
C -0.483 4.806 0.414
N 1.590 2.478 2.027
C 1.131 2.597 3.166
O 0.830 2.445 4.266
N 1.209 2.197 -0.649
C 2.026 1.311 -0.703
S 2.995 0.102 -0.601
H -3.031 -0.816 1.806
H -1.968 -1.949 2.729
H -2.945 -0.818 3.584
H -0.597 -0.132 3.490
H -1.650 1.096 2.849
H -1.065 0.376 -1.178
H -2.432 0.005 -0.131
H -1.872 -1.836 -1.723
H -0.305 -1.971 -1.019
H -1.771 -2.386 -0.094
H -1.186 3.494 2.036
H -1.787 3.014 0.469
H -1.325 5.170 -0.151
H 0.376 4.636 -0.216
H -0.250 5.431 1.261
O 4.051 -3.015 -1.545
H 3.776 -2.236 -1.050
H 3.221 -3.497 -1.717
O -0.111 0.498 -3.303
H 0.374 0.944 -4.008
H 0.306 0.805 -2.496
O 1.097 6.050 -2.330
H 0.819 6.125 -3.249
H 1.293 5.114 -2.226
O 5.279 -3.358 1.358
H 4.914 -3.253 0.471
H 5.510 -4.292 1.405
O 6.160 -5.586 -1.732
H 5.540 -4.869 -1.913
H 6.951 -5.341 -2.224
O -4.185 -2.071 -2.496
H -4.826 -1.485 -2.079
H -4.611 -2.330 -3.324
O 3.568 -0.158 3.890
H 3.623 0.207 3.000
H 3.000 0.466 4.353
O 1.879 1.173 -5.773
H 2.681 1.368 -6.282
H 1.846 0.210 -5.755
O -2.894 -4.015 1.202
H -2.401 -4.680 1.693
H -3.090 -4.444 0.362
O -4.737 -1.944 4.501
H -4.245 -2.612 4.990
H -4.923 -2.369 3.657
O -2.771 -1.040 -4.788
H -3.200 -1.359 -3.982
H -1.844 -1.268 -4.673
O -3.893 3.057 2.022
H -4.558 2.451 2.361
H -4.026 3.859 2.550
O 4.537 0.296 -5.666
H 4.143 0.522 -4.819
H 5.464 0.123 -5.456
O 1.266 7.383 1.834
H 1.690 6.654 2.295
H 1.395 7.187 0.899
O 5.714 -7.795 -3.728
H 6.614 -7.888 -4.052
H 5.779 -7.164 -2.997
O 6.584 -1.750 -4.753
H 6.407 -2.535 -5.279
H 7.360 -1.977 -4.230
O 3.600 3.620 -6.249
H 2.658 3.633 -6.051
H 4.023 3.591 -5.385
O 7.007 -1.454 -0.355
H 6.390 -2.107 0.001
H 6.925 -0.702 0.238
O -4.811 5.500 3.129
H -5.729 5.675 3.364
H -4.551 6.267 2.604
O -5.170 -4.735 3.748
H -5.856 -4.170 4.123
H -5.515 -4.969 2.876
O -7.626 -6.003 3.923
H -8.125 -6.345 4.670
H -6.712 -6.242 4.115
O -6.121 -4.920 0.343
H -7.016 -4.663 0.593
H -5.782 -4.157 -0.134
O 2.709 -5.393 -1.759
H 2.518 -6.165 -2.304
H 3.462 -5.666 -1.223
O -3.710 7.603 4.922
H -3.800 6.796 4.402
H -2.977 7.409 5.514
O -0.939 8.127 3.966
H -1.548 8.828 3.716
H -0.117 8.352 3.514
```

Electronic energy = -94973.00703 eV
LUMO energy = -4.0 eV
Net charge = +1

Löwdin atomic charge list, values in e, 2 entries: -0.133, -0.423

***

Record 2
Here is a molecular structure, C38H50AsClF2N4O7Si3Tl from OMol25. Energies are from ωB97M-V/def2-TZVPD.

The geometry in XYZ format:
```
107
Properties=species:S:1:pos:R:3
Tl -0.588 -0.443 -0.832
O 3.850 0.018 0.680
C 4.456 -1.160 0.934
C 5.711 -1.218 1.617
C 6.434 -2.415 1.468
C 5.792 -3.517 0.964
C 4.499 -3.498 0.450
C 3.787 -2.321 0.408
C 2.568 -2.295 -0.411
O 1.716 -1.390 -0.584
N 2.583 -3.487 -1.183
N 1.943 -3.437 -2.237
C 1.644 -4.186 -3.223
C 0.562 -3.991 -4.119
C 0.447 -4.930 -5.158
C -0.660 -4.821 -6.024
C -1.629 -3.850 -5.864
C -1.500 -2.905 -4.901
C -0.480 -3.003 -3.837
O -0.493 -2.232 -2.832
H 4.285 0.802 1.051
H 6.124 -0.259 1.976
H 7.460 -2.536 1.901
H 6.267 -4.514 0.911
H 4.074 -4.434 0.135
H 2.454 -4.896 -3.623
H 1.179 -5.757 -5.329
H -0.725 -5.564 -6.789
H -2.501 -3.916 -6.506
H -2.194 -2.128 -4.612
Cl 1.381 2.872 -7.931
C 1.082 2.445 -6.330
C 2.173 2.325 -5.475
C 2.045 2.167 -4.108
C 0.771 1.891 -3.556
O 0.709 1.560 -2.319
C -0.378 1.861 -4.460
C -1.656 1.299 -4.121
O -2.093 1.221 -2.943
C -0.191 2.131 -5.787
H 3.150 2.456 -5.922
H 2.883 2.041 -3.450
H -2.211 0.934 -5.031
H -1.013 2.186 -6.420
C -2.503 -1.918 5.850
Si -1.880 -0.808 4.399
C -0.550 -1.887 3.413
C -1.105 0.690 5.209
As -3.437 -0.067 2.803
Si -4.983 1.426 3.986
C -4.167 3.076 4.662
C -6.272 1.849 2.655
C -5.783 0.338 5.377
Si -4.690 -1.964 2.015
C -6.534 -1.618 2.152
C -4.422 -2.157 0.124
C -4.343 -3.493 3.120
H -1.869 -2.811 5.960
H -3.529 -2.233 5.622
H -2.430 -1.406 6.774
H -0.255 -1.580 2.400
H -0.917 -2.925 3.372
H 0.286 -1.916 4.122
H -0.162 0.569 5.709
H -1.847 1.063 5.915
H -0.975 1.519 4.437
H -4.661 3.931 4.177
H -3.094 3.151 4.538
H -4.424 3.144 5.788
H -7.171 1.241 2.701
H -5.828 1.798 1.594
H -6.591 2.942 2.778
H -5.509 -0.710 5.165
H -6.892 0.402 5.405
H -5.375 0.622 6.394
H -7.094 -1.922 3.058
H -7.013 -2.324 1.389
H -6.851 -0.599 1.891
H -4.245 -1.164 -0.397
H -5.357 -2.633 -0.268
H -3.464 -2.772 -0.134
H -5.011 -3.520 4.026
H -3.305 -3.652 3.437
H -4.617 -4.399 2.497
O 6.411 0.396 -1.381
C 7.039 1.538 -1.055
N 6.130 2.653 -1.025
C 4.840 2.611 -1.426
O 4.350 1.643 -2.021
C 4.073 3.793 -0.989
C 4.657 4.988 -0.538
C 3.939 5.898 0.166
C 2.604 5.592 0.467
N 1.953 4.528 -0.068
C 2.675 3.650 -0.725
H 5.519 0.678 -1.751
H 7.871 1.915 -1.711
H 7.435 1.420 0.029
H 6.414 3.530 -0.580
H 5.665 5.326 -0.780
H 4.414 6.792 0.500
H 1.944 6.241 1.114
H 2.119 2.804 -1.009
F -1.100 4.802 -0.763
C -1.555 4.514 -2.030
F -0.503 4.887 -2.916
H -1.741 3.408 -2.203
```

Electronic energy = -167630.09574 eV
LUMO energy (alpha / beta) = 1.9 / 1.9 eV
Relative energy (zero: lowest compared OMol25 entry of this formula, charge and spin) = 598.1 kJ/mol
Net charge = -1

Löwdin atomic charge list, values in e, 2 entries: 0.961, 0.065